No. 1
DFT (ωB97M-V/def2-TZVPD) results for C34H55As3ClF4N5O2PV as an isolated structure in a non-equilibrium geometry.

Geometry (Å):
V 0.46 -1.14 0.07
C -2.64 -1.01 1.81
N -1.35 -1.68 1.86
C -1.55 -3.06 2.32
C -0.49 -0.97 2.81
C 0.90 -1.62 2.86
N 1.23 -2.06 1.53
C 2.37 -2.73 1.32
C 2.58 -3.38 0.08
F 1.53 -3.44 -0.81
C 3.76 -3.97 -0.30
F 3.85 -4.49 -1.53
C 4.84 -4.03 0.57
C 4.67 -3.46 1.82
F 5.68 -3.50 2.70
C 3.49 -2.83 2.19
F 3.46 -2.24 3.41
H -3.10 -0.95 2.81
H -3.31 -1.56 1.15
H -2.51 0.01 1.42
H -1.84 -3.08 3.38
H -0.64 -3.63 2.18
H -2.34 -3.53 1.75
H -0.92 -0.96 3.82
H -0.39 0.06 2.45
H 0.90 -2.46 3.57
H 1.61 -0.87 3.23
H 5.77 -4.49 0.29
C -2.90 2.76 0.41
As -1.20 1.99 -0.31
C -1.78 2.29 -2.17
C -0.11 3.66 -0.29
C 0.61 4.11 0.99
C 0.93 5.60 0.85
C 1.95 3.38 1.14
As 1.93 1.44 1.61
C 3.87 1.21 1.36
C 2.07 1.69 3.58
C -0.29 3.90 2.21
As 0.33 4.65 3.95
C -0.55 6.40 3.84
C -1.13 3.85 5.01
H -3.06 3.77 0.02
H -2.91 2.80 1.50
H -3.73 2.14 0.09
H -1.98 3.35 -2.33
H -2.70 1.74 -2.38
H -1.00 1.98 -2.86
H -0.80 4.46 -0.59
H 0.62 3.55 -1.09
H 1.50 5.79 -0.06
H 1.52 5.94 1.70
H 0.01 6.19 0.81
H 2.55 3.89 1.91
H 2.50 3.46 0.20
H 4.41 1.98 1.92
H 4.13 1.29 0.31
H 4.18 0.23 1.72
H 2.54 2.66 3.79
H 2.70 0.91 4.01
H 1.10 1.67 4.07
H -0.45 2.81 2.34
H -1.26 4.36 2.00
H 0.05 7.13 3.31
H -0.72 6.78 4.85
H -1.52 6.32 3.34
H -0.98 2.78 5.19
H -2.09 3.99 4.51
H -1.18 4.35 5.98
Cl 3.44 -0.62 -6.67
C 2.42 -0.45 -5.29
C 1.05 -0.25 -5.47
C 0.22 -0.17 -4.37
C 0.70 -0.31 -3.05
O -0.13 -0.34 -2.04
C 2.11 -0.45 -2.90
C 2.66 -0.53 -1.58
O 1.95 -0.67 -0.56
C 2.95 -0.51 -4.02
H 0.65 -0.16 -6.47
H -0.84 0.01 -4.53
H 3.75 -0.47 -1.47
H 4.01 -0.64 -3.88
C -4.13 -3.28 -2.54
N -3.44 -2.11 -3.22
C -2.53 -2.68 -4.31
N -1.65 -3.65 -3.79
C -2.39 -4.73 -3.17
N -3.19 -4.22 -2.07
C -2.37 -3.71 -0.98
P -1.25 -2.24 -1.41
C -2.68 -1.31 -2.24
C -0.60 -3.12 -2.94
H -4.79 -3.75 -3.27
H -4.73 -2.89 -1.71
H -4.15 -1.51 -3.66
H -1.95 -1.85 -4.72
H -3.18 -3.11 -5.07
H -1.70 -5.49 -2.80
H -3.05 -5.19 -3.91
H -1.73 -4.53 -0.62
H -3.05 -3.45 -0.17
H -2.25 -0.44 -2.73
H -3.35 -0.96 -1.45
H 0.02 -3.95 -2.60
H 0.03 -2.45 -3.53

Computed properties:
* HOMO level (alpha / beta): -8.84 / -9.78 eV
* multiplicity: 4
* energy relative to the best compared isomer or geometry (same formula, charge and spin): 1.918 eV
* <S²>: 3.785
* charge: +1

natural (NBO) atomic charge list, values in e, 99 entries: 1.14 -0.41 -0.46 -0.42 -0.22 -0.24 -0.80 0.09 0.24 -0.33 0.37 -0.31 -0.38 0.35 -0.30 0.29 -0.32 0.19 0.18 0.22 0.19 0.23 0.19 0.19 0.22 0.20 0.22 0.26 -0.95 0.93 -0.93 -0.70 -0.06 -0.61 -0.70 0.91 -0.93 -0.95 -0.72 0.87 -0.95 -0.94 0.22 0.23 0.21 0.22 0.20 0.23 0.22 0.22 0.22 0.21 0.21 0.23 0.22 0.23 0.22 0.23 0.24 0.23 0.22 0.21 0.22 0.23 0.23 0.21 0.22 0.21 0.23 0.02 -0.08 -0.18 -0.31 0.37 -0.81 -0.19 0.29 -0.70 -0.17 0.23 0.20 0.18 0.23 -0.05 -0.39 -0.05 -0.44 -0.07 -0.44 -0.54 0.89 -0.54 -0.53 0.22 0.22 0.43 0.23 0.22 0.23



No. 2
DFT (ωB97M-V/def2-TZVPD) results for C34H55AsF6O3PdSbSe as an isolated structure in a non-equilibrium geometry.

Geometry (Å):
Pd 1.34 1.63 1.22
C -6.38 0.47 2.11
C -5.64 0.57 0.76
C -6.04 1.87 0.07
C -6.07 -0.61 -0.13
C -4.14 0.50 1.04
C -3.29 1.55 0.81
C -1.92 1.43 1.11
Se -0.80 2.87 0.81
C 0.78 0.47 -0.77
C 0.02 0.89 -1.82
C -0.02 0.12 -2.99
C 0.77 -1.05 -3.05
C 1.56 -1.52 -2.03
C 1.57 -0.76 -0.78
O 2.20 -1.11 0.23
C 2.30 -2.85 -2.25
C 3.26 -3.26 -1.12
C 1.24 -3.96 -2.38
C 3.13 -2.76 -3.54
C -0.92 0.48 -4.16
C -1.95 -0.65 -4.33
C -1.67 1.79 -3.93
C -0.09 0.61 -5.44
C -1.37 0.22 1.66
O -0.14 0.12 1.94
C -2.28 -0.89 1.90
C -3.60 -0.70 1.59
C -1.76 -2.21 2.47
C -0.73 -2.80 1.49
C -2.88 -3.23 2.68
C -1.10 -1.97 3.84
H -7.46 0.56 1.95
H -6.07 1.28 2.78
H -6.19 -0.48 2.61
H -7.11 1.85 -0.14
H -5.51 2.00 -0.87
H -5.84 2.74 0.71
H -7.13 -0.53 -0.36
H -5.90 -1.57 0.35
H -5.51 -0.60 -1.07
H -3.65 2.48 0.38
H -0.52 1.82 -1.76
H 0.73 -1.63 -3.97
H 2.73 -3.38 -0.17
H 4.04 -2.51 -0.97
H 3.72 -4.21 -1.39
H 0.62 -4.01 -1.48
H 1.74 -4.93 -2.50
H 0.59 -3.80 -3.24
H 3.86 -1.95 -3.47
H 2.52 -2.59 -4.42
H 3.68 -3.70 -3.68
H -2.51 -0.81 -3.40
H -1.47 -1.60 -4.60
H -2.66 -0.39 -5.12
H -2.32 1.74 -3.05
H -2.30 2.00 -4.80
H -0.98 2.63 -3.81
H 0.44 -0.31 -5.69
H 0.65 1.41 -5.34
H -0.75 0.86 -6.28
H -4.28 -1.52 1.77
H -1.20 -3.00 0.52
H -0.34 -3.74 1.89
H 0.10 -2.12 1.33
H -3.35 -3.52 1.73
H -3.64 -2.85 3.36
H -2.46 -4.13 3.13
H -0.27 -1.28 3.76
H -0.72 -2.92 4.24
H -1.82 -1.56 4.55
C 5.55 2.45 1.97
Sb 4.10 1.16 1.07
C 5.09 -0.62 1.76
C 4.78 1.09 -0.95
H 6.50 1.92 1.98
H 5.23 2.67 3.00
H 5.63 3.39 1.42
H 5.95 -0.80 1.12
H 4.42 -1.49 1.72
H 5.43 -0.46 2.78
H 5.86 0.99 -0.94
H 4.49 2.00 -1.47
H 4.32 0.23 -1.45
F 2.16 3.11 -0.68
As 2.70 4.73 -0.13
F 1.06 5.11 0.25
F 2.85 4.03 1.46
F 3.25 6.24 0.45
F 4.32 4.22 -0.48
F 2.49 5.31 -1.73
C 2.20 -0.32 3.79
O 1.43 0.87 4.11
C 1.54 1.90 3.35
C 0.81 3.07 3.87
H 3.26 -0.10 3.86
H 1.94 -0.67 2.79
H 1.92 -1.06 4.53
H 1.21 3.32 4.86
H -0.25 2.82 3.99
H 0.91 3.93 3.22

Computed properties:
* HOMO level (alpha / beta): -7.08 / -8.10 eV
* multiplicity: 6
* energy relative to the best compared isomer or geometry (same formula, charge and spin): 0.000 eV
* <S²>: 8.844
* charge: 0

Mulliken atomic charge list, values in e, 99 entries: 1.07 -1.60 1.82 -2.11 -1.51 -0.52 -0.20 0.39 -0.14 -0.55 -0.07 -0.99 -0.71 0.46 1.35 -0.36 1.84 -1.75 -1.46 -1.70 1.89 -1.55 -2.06 -1.67 -0.41 0.72 -1.17 0.02 2.44 -1.66 -2.43 -1.56 0.46 0.33 0.32 0.44 0.37 0.37 0.47 0.31 0.27 0.52 0.63 0.37 0.27 0.28 0.45 0.16 0.46 0.28 0.34 0.29 0.49 0.28 0.32 0.47 0.33 0.47 0.42 0.32 0.37 0.46 0.42 0.40 0.52 -0.08 0.39 0.46 0.45 0.04 0.52 0.38 -1.32 0.72 -1.37 -0.93 0.46 0.37 0.33 0.50 0.27 0.46 0.50 0.29 0.07 -0.67 2.19 -0.53 -0.51 -0.49 -0.49 -0.49 -0.89 -0.28 0.66 -1.56 0.39 0.29 0.34



No. 3
DFT (ωB97M-V/def2-TZVPD) results for C34H55BrHgN3OP2 as an isolated structure in a non-equilibrium geometry.

Geometry (Å):
C 2.52 -1.33 -1.18
C 1.89 0.77 -2.07
C 3.32 -1.61 -2.30
C 2.50 0.41 -3.31
C 3.26 -0.75 -3.39
H 3.95 -2.49 -2.27
H 2.38 1.11 -4.15
H 3.77 -1.01 -4.32
N 1.90 -0.17 -1.05
P 0.74 -2.47 0.78
P 0.67 2.53 -0.19
C 2.38 -2.38 -0.06
H 2.61 -3.38 -0.45
H 3.12 -2.17 0.73
C 1.32 2.05 -1.79
H 1.24 2.72 -2.65
C -1.17 3.33 -0.14
C 2.08 3.81 0.14
C -0.28 -3.61 -0.34
C 1.10 -3.31 2.45
C -2.19 2.38 0.53
H -1.89 2.11 1.54
H -3.16 2.90 0.59
H -2.34 1.46 -0.06
C -1.19 4.62 0.69
H -0.93 4.43 1.74
H -0.56 5.42 0.28
H -2.23 5.00 0.69
C -1.64 3.58 -1.57
H -2.56 4.18 -1.53
H -0.91 4.13 -2.18
H -1.87 2.64 -2.07
C 1.96 4.45 1.53
H 2.02 3.69 2.32
H 2.82 5.14 1.61
H 1.04 5.03 1.64
C 3.43 3.06 0.07
H 3.38 2.12 0.65
H 3.72 2.85 -0.97
H 4.21 3.69 0.54
C 2.04 4.91 -0.94
H 2.07 4.50 -1.96
H 1.17 5.57 -0.84
H 2.94 5.54 -0.80
C -0.19 -3.83 3.11
H 0.08 -4.22 4.10
H -0.93 -3.03 3.26
H -0.65 -4.65 2.55
C 1.72 -2.25 3.38
H 2.62 -1.81 2.95
H 1.00 -1.46 3.63
H 2.01 -2.74 4.32
C 2.11 -4.46 2.31
H 3.06 -4.12 1.87
H 2.32 -4.83 3.32
H 1.73 -5.29 1.72
C -0.09 -3.15 -1.80
H 0.91 -3.38 -2.17
H -0.81 -3.70 -2.43
H -0.29 -2.08 -1.92
C -1.76 -3.45 0.04
H -2.10 -2.41 -0.06
H -2.36 -4.06 -0.66
H -1.97 -3.79 1.06
C 0.12 -5.09 -0.24
H 1.20 -5.25 -0.43
H -0.16 -5.55 0.71
H -0.43 -5.63 -1.03
Hg 0.11 0.01 0.68
C 2.19 1.35 2.57
O 2.40 0.79 3.55
N -2.81 -0.75 -1.25
C -2.89 -0.59 -2.40
C -2.82 -0.28 -3.88
C -1.89 0.91 -4.05
C -2.26 -1.47 -4.67
C -4.21 0.10 -4.37
H -2.35 1.80 -3.59
H -0.91 0.73 -3.56
H -1.72 1.17 -5.11
H -2.85 -2.36 -4.46
H -2.32 -1.27 -5.75
H -1.21 -1.64 -4.41
H -4.21 0.22 -5.46
H -4.92 -0.69 -4.10
H -4.50 1.05 -3.91
Br -3.52 -1.86 5.47
C -2.39 -0.44 4.86
C -2.13 0.66 5.67
C -1.29 1.66 5.19
C -0.73 1.51 3.91
N -0.98 0.45 3.14
C -1.82 -0.51 3.58
H -2.59 0.73 6.65
H -1.06 2.56 5.75
H -0.07 2.27 3.50
H -2.04 -1.33 2.90

Computed properties:
* HOMO level: -8.63 eV
* multiplicity: 1
* charge: +1

Now the Mulliken charges, all in e: -0.15 0.52 -0.74 -1.10 -0.82 0.53 0.49 0.44 0.92 -0.15 -0.04 -1.42 0.52 0.75 -1.23 0.47 2.77 1.54 2.47 2.02 -1.98 0.35 0.58 -0.02 -1.97 0.29 0.34 0.57 -2.02 0.54 0.30 0.04 -1.55 0.04 0.60 0.30 -1.63 0.15 0.34 0.54 -1.49 0.28 0.25 0.48 -1.61 0.53 0.09 0.30 -1.59 0.29 0.10 0.66 -1.72 0.32 0.54 0.31 -1.96 0.27 0.72 0.09 -1.47 0.14 0.53 0.29 -1.84 0.31 0.35 0.50 1.95 0.05 -0.24 -0.54 -0.40 2.53 -1.38 -1.66 -1.87 0.39 0.21 0.50 0.42 0.46 0.27 0.42 0.42 0.39 -0.13 -0.44 -0.21 -1.09 -0.11 0.44 -0.62 0.44 0.46 0.30 0.79



> Which of these has the lowest multiplicity?

C34H55BrHgN3OP2



> Which of these has the lowest multiplicity?

C34H55BrHgN3OP2